# 1
Below is 13 unconnected molecules or ions with the total composition C44H92BCl24NO4S in a non-equilibrium geometry, with properties calculated with wB97M-V/def2-TZVPD.

Computed properties:
Net charge: 0
Max |F| in eV/A: 1.21
E_HOMO in eV: -9.25
E_tot in hartree: -13555.19452
Kohn-Sham gap in eV: 9.66

Cartesian coordinates (Å):
C  -4.31242  4.03807  -2.63187
C  -5.31803  2.91632  -2.95616
C  -4.67534  1.53967  -3.10526
C  -3.42062  1.53639  -3.98604
C  -3.24666  0.25143  -4.83269
C  -1.97543  -0.55441  -4.52153
C  -2.17821  -1.83382  -3.70249
C  -2.09044  -1.64685  -2.18197
C  -0.73088  -1.94022  -1.56948
C  0.28499  -0.79552  -1.73691
C  1.22181  -0.69403  -0.51951
C  0.93657  0.56041  0.32493
C  2.16150  1.23547  0.93563
C  2.42810  0.80769  2.37467
C  1.46348  1.43451  3.37159
C  1.89889  1.23336  4.82393
C  1.30719  2.31316  5.73278
C  1.89336  2.33523  7.13604
C  1.14421  1.45112  8.12524
C  1.83837  1.46557  9.48678
O  1.63528  0.24347  10.21434
S  0.46584  0.32842  11.33405
O  0.75387  1.43566  12.19959
O  1.04404  -0.98783  12.10372
B  0.11060  -1.74271  12.80864
N  0.43657  -2.11082  14.19585
O  -1.05640  -2.14538  12.20341
H  -4.07416  4.58949  -3.53891
H  -3.38432  3.65828  -2.21163
H  -4.74077  4.74500  -1.92392
H  -6.02031  2.85578  -2.12720
H  -5.86828  3.19674  -3.85297
H  -4.40651  1.18049  -2.11578
H  -5.43935  0.86605  -3.49301
H  -3.36340  2.41001  -4.62770
H  -2.54545  1.58344  -3.33799
H  -4.14070  -0.36603  -4.78672
H  -3.14555  0.58330  -5.86714
H  -1.52252  -0.85289  -5.46817
H  -1.24172  0.07979  -4.02573
H  -3.12311  -2.30021  -3.96852
H  -1.40443  -2.53775  -4.00967
H  -2.79475  -2.34943  -1.73085
H  -2.36976  -0.64685  -1.85003
H  -0.89904  -2.03614  -0.49271
H  -0.31551  -2.89361  -1.88607
H  -0.27919  0.12411  -1.87471
H  0.89396  -1.01987  -2.61176
H  2.25714  -0.70301  -0.86352
H  1.09669  -1.58880  0.08982
H  0.48226  1.27565  -0.36092
H  0.18337  0.33682  1.07986
H  2.02322  2.31765  0.92885
H  3.05225  1.02126  0.34483
H  2.47672  -0.27773  2.48202
H  3.41844  1.17019  2.64714
H  1.48179  2.51127  3.19675
H  0.45179  1.04790  3.25952
H  1.55489  0.26251  5.18737
H  2.98543  1.25310  4.91620
H  0.22011  2.23420  5.74523
H  1.52419  3.27007  5.25340
H  1.84017  3.35701  7.51935
H  2.95205  2.07346  7.13890
H  1.09268  0.41300  7.80470
H  0.14706  1.86997  8.26232
H  2.91059  1.54714  9.32279
H  1.55356  2.34485  10.05993
H  0.70023  -3.09561  14.17100
H  -0.42180  -2.10151  14.73950
H  -1.19258  -3.08085  12.40086
Cl  -1.67423  -5.58499  12.42398
C  -0.33563  -6.19048  11.41001
C  0.90600  -6.45500  12.22049
Cl  1.60782  -4.94151  12.84565
H  -0.15150  -5.45539  10.63075
H  -0.67607  -7.11363  10.94505
H  1.66029  -6.92648  11.59347
H  0.70304  -7.10343  13.06844
Cl  -3.48905  -4.02461  -6.20906
C  -2.23928  -5.13855  -6.81192
C  -1.08874  -5.32644  -5.85635
Cl  -0.08061  -3.86597  -5.68504
H  -1.89294  -4.75725  -7.76923
H  -2.72780  -6.09812  -6.97455
H  -0.44208  -6.10915  -6.24202
H  -1.42994  -5.61193  -4.86356
Cl  -8.85688  2.54450  -2.38606
C  -9.62299  1.61131  -1.07936
C  -8.69352  1.43558  0.09430
Cl  -7.30936  0.38243  -0.29828
H  -9.93414  0.65351  -1.48815
H  -10.50929  2.15992  -0.76477
H  -9.22962  0.96878  0.91912
H  -8.29802  2.39092  0.42997
Cl  -3.49955  3.32691  -6.91588
C  -2.72904  4.92661  -6.74529
C  -1.24553  4.77997  -6.53036
Cl  -0.90127  4.06148  -4.93160
H  -3.19948  5.44683  -5.91414
H  -2.92862  5.48177  -7.66031
H  -0.75401  5.75061  -6.54082
H  -0.79375  4.15144  -7.29417
Cl  0.77593  1.93929  -6.48379
C  2.07769  1.40720  -7.57310
C  2.91424  2.56656  -8.04635
Cl  2.00469  3.65072  -9.13616
H  1.62673  0.87470  -8.40707
H  2.70149  0.71224  -7.01328
H  3.77134  2.19795  -8.60772
H  3.27361  3.16124  -7.21043
Cl  -3.23897  0.10141  0.30369
C  -3.94410  -0.81783  1.65576
C  -2.99833  -0.93074  2.82110
Cl  -1.58125  -1.95654  2.45762
H  -4.23305  -1.79495  1.27473
H  -4.84213  -0.28719  1.96746
H  -3.51306  -1.39005  3.66440
H  -2.62935  0.04382  3.12853
Cl  1.76159  -6.83241  -4.95659
C  3.37076  -7.01488  -5.70780
C  4.35574  -5.98348  -5.22841
Cl  3.94366  -4.34361  -5.78710
H  3.23808  -6.96419  -6.78525
H  3.72970  -8.00961  -5.44874
H  5.34398  -6.21639  -5.62252
H  4.41002  -5.95811  -4.14459
Cl  6.93443  0.34848  1.20403
C  7.59685  0.57731  -0.43246
C  6.66031  0.08276  -1.50393
Cl  6.49310  -1.69048  -1.47903
H  8.55432  0.06476  -0.47761
H  7.76556  1.64504  -0.56227
H  7.05227  0.35169  -2.48305
H  5.66661  0.51173  -1.40169
Cl  2.61324  6.01487  -3.64834
C  1.84303  7.59096  -3.33821
C  0.47524  7.68709  -3.96186
Cl  0.55461  7.71853  -5.74360
H  2.50507  8.36698  -3.71360
H  1.75634  7.69760  -2.25828
H  -0.00750  8.61091  -3.64773
H  -0.15327  6.84768  -3.67307
Cl  5.06819  -0.66026  -4.64833
C  6.33594  -0.98282  -5.85508
C  6.98258  0.27688  -6.36915
Cl  5.87434  1.25621  -7.36486
H  5.88862  -1.55978  -6.66048
H  7.08765  -1.59985  -5.36408
H  7.82980  0.01901  -7.00216
H  7.33495  0.90320  -5.55356
Cl  -1.71259  1.66398  4.83345
C  -2.70429  3.14101  4.95129
C  -4.11202  2.92328  4.45887
Cl  -4.17638  2.64673  2.69855
H  -2.20232  3.92357  4.38838
H  -2.72543  3.42624  6.00175
H  -4.70884  3.81010  4.66557
H  -4.57591  2.07078  4.94876
Cl  2.79527  -4.45590  -2.63513
C  3.25640  -4.70525  -0.92950
C  2.20082  -5.45765  -0.15684
Cl  0.71809  -4.49833  0.07432
H  3.45784  -3.73098  -0.48964
H  4.18133  -5.28115  -0.93265
H  2.57952  -5.70067  0.83501
H  1.92734  -6.38161  -0.66051

Here are the Löwdin charges for atoms 1 to 2, given in e:
1. C -0.101
2. C -0.271

***

# 2
Below is a molecular structure, C30H49KN6O3PS5, with properties calculated with wB97M-V/def2-TZVPD.

Computed properties:
Net charge: -1
Max |F| in eV/A: 0.47
E_HOMO in eV: -4.28
E_tot in hartree: -4659.09136
Kohn-Sham gap in eV: 6.34

Cartesian coordinates (Å):
K  0.94067  -0.22729  -1.03594
C  -0.79783  -2.80585  -1.31346
C  0.49506  -3.20812  -0.90695
C  1.36377  -3.04089  -2.00374
C  0.61219  -2.52954  -3.08349
C  -0.72262  -2.39035  -2.65568
H  -1.70412  -2.81038  -0.72258
H  0.80204  -3.55490  0.07241
H  2.42739  -3.24306  -2.00461
H  0.99198  -2.31123  -4.07433
H  -1.55446  -2.05111  -3.25760
N  -1.06475  2.00198  1.62887
N  0.00709  2.50128  2.38942
C  1.29866  2.36668  2.02946
N  2.22122  2.62826  2.95938
N  1.48882  2.10715  0.73248
N  2.73639  2.05641  0.23851
O  3.73937  2.35968  0.88774
O  2.80477  1.69895  -0.93688
H  -1.13446  0.99506  1.77202
H  -0.84493  2.14765  0.64839
H  -0.17606  2.49442  3.38172
H  1.95075  2.46124  3.91940
H  3.17998  2.48222  2.68844
C  -0.77151  0.66457  6.40426
S  0.66084  1.70020  6.00519
C  1.89993  0.49750  5.72080
C  1.91282  -0.38832  4.68041
S  0.78693  -0.56385  3.41653
S  3.31410  -1.46141  4.71518
C  4.07642  -0.89517  6.15984
S  5.49968  -1.48421  6.74202
S  3.19737  0.38559  6.89850
H  -1.61706  1.33609  6.54562
H  -0.57718  0.11518  7.32257
H  -0.96179  -0.01414  5.57553
C  -1.35792  -3.04115  2.08029
C  -2.16607  -1.86138  1.80357
N  -2.80940  -0.92808  1.60977
H  -0.36225  -2.72390  2.38787
H  -1.28701  -3.67955  1.20189
H  -1.81824  -3.58791  2.90316
O  -1.01260  1.30929  -1.82310
P  -2.12916  2.12541  -2.38732
C  -3.75158  1.37134  -1.99740
C  -3.66994  -0.16329  -1.96622
C  -4.90841  -0.73531  -1.26733
C  -6.18985  0.04147  -1.62612
C  -6.02857  0.77178  -2.95501
C  -4.96075  1.86456  -2.82874
C  -2.17171  3.76159  -1.57070
C  -3.14742  4.79970  -2.17442
C  -2.39526  5.92176  -2.88408
C  -1.50202  6.69294  -1.90429
C  -0.86361  5.76263  -0.85591
C  -0.75493  4.33769  -1.38792
C  -1.97388  2.38635  -4.19566
C  -2.33655  1.12115  -5.00486
C  -1.11235  0.22749  -5.18129
C  -0.07411  0.91588  -6.07905
C  -0.14606  2.44275  -5.94645
C  -0.53080  2.84093  -4.52464
H  -3.89888  1.68143  -0.95454
H  -2.76506  -0.48412  -1.45076
H  -3.60085  -0.55922  -2.98140
H  -4.74607  -0.71535  -0.18909
H  -5.01386  -1.78574  -1.54845
H  -6.40735  0.78273  -0.85018
H  -7.04803  -0.63255  -1.65865
H  -6.97249  1.21804  -3.27693
H  -5.74003  0.05530  -3.72961
H  -5.40417  2.73236  -2.33356
H  -4.65993  2.19438  -3.82600
H  -2.52743  3.49532  -0.56740
H  -3.75445  5.23409  -1.37488
H  -3.85054  4.32808  -2.86434
H  -3.09888  6.60200  -3.36869
H  -1.78467  5.49100  -3.68248
H  -2.09306  7.46233  -1.40084
H  -0.72524  7.21692  -2.46660
H  -1.47210  5.74611  0.05348
H  0.11839  6.13815  -0.56467
H  -0.18052  3.70237  -0.71504
H  -0.20387  4.34510  -2.33005
H  -2.66979  3.18969  -4.46068
H  -2.70910  1.42606  -5.98864
H  -3.14825  0.57084  -4.53040
H  -1.39699  -0.73901  -5.59986
H  -0.68377  0.01676  -4.19974
H  -0.22892  0.63482  -7.12410
H  0.92445  0.56960  -5.80377
H  -0.88483  2.85093  -6.64365
H  0.81267  2.89150  -6.21355
H  -0.43998  3.92067  -4.39949
H  0.17057  2.37847  -3.82486

Here are the Löwdin charges for atoms 1 to 2, given in e:
1. K 0.762
2. C -0.229

***

# 3
Below is a molecular structure, C24H16Br3MnN3O4 in a non-equilibrium geometry, with properties calculated with wB97M-V/def2-TZVPD.

Computed properties:
Net charge: 0
Max |F| in eV/A: 1.21
Spin multiplicity: 2
E_HOMO (spin up / spin down) in eV: -8.29 / -8.00
E_tot in hartree: -10262.46047
Kohn-Sham gap (spin up / spin down) in eV: 6.25 / 5.23

Cartesian coordinates (Å):
Mn  0.21363  -0.09516  0.22799
C  -0.02694  -3.66227  2.25180
O  -0.20082  -4.56806  1.16116
C  -0.27293  -4.14339  -0.10924
C  -0.40562  -5.14207  -1.06477
C  -0.51283  -4.83858  -2.40969
C  -0.49539  -3.51635  -2.82655
C  -0.34922  -2.49882  -1.89766
C  -0.38193  -1.12230  -2.36989
N  -0.27796  -0.11137  -1.61402
N  -0.28543  1.15119  -2.21063
C  0.12109  2.02382  -1.34332
O  0.42814  1.71270  -0.09627
C  0.29916  3.42587  -1.77146
C  -0.10280  3.83677  -3.04011
C  0.08366  5.15274  -3.42912
C  0.67373  6.06202  -2.55907
C  1.07414  5.65470  -1.29447
C  0.88429  4.33818  -0.89799
C  -0.21453  -2.80088  -0.52469
O  -0.05093  -1.85210  0.37910
H  0.01074  -4.29418  3.13433
H  -0.85937  -2.96506  2.32828
H  0.90445  -3.10594  2.15942
H  -0.43277  -6.16745  -0.71805
H  -0.61789  -5.63809  -3.13162
H  -0.59637  -3.26192  -3.87440
H  -0.51990  -0.92906  -3.42980
H  -0.55743  3.11566  -3.70556
H  -0.23045  5.47291  -4.41441
H  0.81929  7.09033  -2.86752
H  1.53294  6.36222  -0.61469
H  1.18416  4.00412  0.08629
Br  4.84739  -0.69362  -1.36743
C  4.20683  -0.34844  0.36658
C  5.11588  -0.21394  1.43105
C  4.67299  0.03732  2.69657
Br  5.93789  0.21245  4.09348
C  3.29029  0.16877  2.96494
C  2.71208  0.43842  4.22541
C  1.35624  0.54982  4.34210
C  0.54145  0.39219  3.20854
N  1.04630  0.13261  2.02809
C  2.40467  0.02515  1.88399
C  2.84910  -0.23976  0.55837
O  1.94446  -0.36558  -0.39939
H  6.17503  -0.31067  1.23659
H  3.35369  0.55738  5.08835
H  0.89184  0.76006  5.29563
H  -0.53680  0.47488  3.25849
Br  -2.01215  0.32044  1.00047

Here are the Löwdin charges for atoms 1 to 2, given in e:
1. Mn 0.512
2. C -0.042

***

# 4
Below is 2 unconnected molecules or ions with the total composition C5H13N2 in a non-equilibrium geometry, with properties calculated with wB97M-V/def2-TZVPD.

Computed properties:
Net charge: +1
Max |F| in eV/A: 1.92
E_HOMO in eV: -13.22
E_tot in hartree: -307.54900
Kohn-Sham gap in eV: 9.64

Cartesian coordinates (Å):
C  -1.12208  -3.31656  1.58825
N  0.38425  -0.54456  -0.28009
C  -0.50596  -1.33595  0.28507
N  -0.24072  -2.54347  0.73516
H  -1.07689  -4.39796  1.37829
H  -2.16733  -3.01576  1.33088
H  -0.80360  -3.25009  2.64815
H  1.30477  -0.90569  -0.47962
H  0.19130  0.47377  -0.33343
H  -1.54523  -0.99132  0.23768
H  0.66463  -2.89878  0.66236
C  0.42187  2.31103  -1.98370
C  0.15915  2.57785  -0.53260
C  1.07020  2.73316  0.43463
H  0.13499  3.23118  -2.59103
H  1.43951  2.00117  -2.15876
H  -0.27445  1.51251  -2.37932
H  -0.90036  2.78046  -0.23576
H  0.70521  3.03732  1.42817
H  2.16075  2.54169  0.24567

Here are the Löwdin charges for atoms 1 to 2, given in e:
1. C -0.035
2. N 0.195

***

Ordered ΔE to the lowest compared entry with this formula, charge and spin results: 12.01, 0.00, 3.68, 45.56; unit kcal/mol.